1.
C27H24Cl2I2MgN4O2S2 as an isolated structure. Source: OMol25; level of theory: ωB97M-V/def2-TZVPD.

CARTESIAN COORDINATES (ANGSTROEM)
Mg 0.8775 0.0447 0.0381
C 2.8505 2.6767 0.0777
O 1.9744 1.7599 0.7554
C 1.6484 2.0810 2.0890
C 2.0595 3.2486 2.7048
C 1.7003 3.4862 4.0270
C 0.9381 2.5587 4.7215
C 0.5334 1.3875 4.0974
C 0.8816 1.1350 2.7791
N 0.5334 -0.0360 2.0269
N -0.1882 -0.8792 2.6445
C -0.5625 -2.0427 2.0538
C -0.0816 -2.5055 0.7805
O 0.7222 -1.8255 0.0537
C -0.5109 -3.7943 0.3123
C -1.3537 -4.5509 1.0393
C -1.8588 -4.1322 2.3245
C -2.7440 -4.9494 3.0550
C -3.2365 -4.5431 4.2696
C -2.8488 -3.2955 4.7838
C -1.9875 -2.4828 4.0836
C -1.4697 -2.8850 2.8369
H 3.7980 2.7476 0.6057
H 3.0151 2.2833 -0.9137
H 2.3862 3.6585 0.0002
H 2.6530 3.9794 2.1760
H 2.0212 4.4033 4.5056
H 0.6597 2.7457 5.7529
H -0.0587 0.6458 4.6196
H -0.1542 -4.1076 -0.6623
H -1.6842 -5.5107 0.6464
H -3.0339 -5.9110 2.6366
H -3.9203 -5.1760 4.8267
H -3.2369 -2.9663 5.7417
H -1.6990 -1.5191 4.4792
Cl 3.4621 -0.6544 -0.6850
C 3.6127 -0.4366 -2.4051
C 4.7517 -0.9494 -3.0001
C 4.9280 -0.8000 -4.3627
C 3.9709 -0.1466 -5.1192
C 2.8351 0.3545 -4.5070
Cl 1.6675 1.1463 -5.5102
C 2.6165 0.2280 -3.1268
S 1.1552 0.8988 -2.3774
H 5.4882 -1.4633 -2.3923
H 5.8174 -1.1953 -4.8377
H 4.0965 -0.0186 -6.1876
I -0.5018 -0.9856 -2.8915
I -2.6010 -3.0347 -3.2432
C -1.3153 3.6043 -2.4103
N -2.2514 2.5076 -2.2649
C -3.1696 2.1571 -3.3535
C -3.9971 1.0090 -2.7564
N -3.3647 0.8314 -1.4445
C -2.3480 1.6619 -1.2267
S -1.3784 1.6510 0.1832
H -0.6494 3.4278 -3.2557
H -0.7285 3.6865 -1.5030
H -1.8583 4.5380 -2.5739
H -2.6011 1.8423 -4.2296
H -3.7804 3.0170 -3.6290
H -3.9250 0.1023 -3.3443
H -5.0465 1.2719 -2.6443
H -3.5083 0.0193 -0.8699

* energy above the lowest of the compared OMol25 structures with the same formula, charge and spin: 39.5 kJ/mol
* molecular weight: 849.67 g mol⁻¹
* F_max: 0.02347 Eh/bohr
* frontier orbital gap: 6.9 eV
* HOMO: -7.51 eV
* lowest unoccupied orbital energy: -0.583 eV

=====

2.
A 7-piece molecular cluster, H14O7 overall. Source: OMol25; level of theory: ωB97M-V/def2-TZVPD.

CARTESIAN COORDINATES (ANGSTROEM)
O 0.3740 0.2686 0.4960
H -0.2161 0.4632 -0.1717
H 0.8166 1.0126 0.9030
O 0.8338 0.1221 4.4063
H 0.1914 0.3545 3.7169
H 0.4742 0.5923 5.1483
O -0.0653 -1.6542 -2.8755
H -0.8797 -1.9366 -3.3412
H 0.1843 -0.9264 -3.3698
O -0.1818 -4.1297 -1.1791
H -0.8867 -4.5663 -1.5761
H 0.0884 -3.4252 -1.8363
O 0.5262 3.3543 -0.1297
H 0.5770 3.2993 0.8308
H 0.2701 2.4862 -0.3628
O 1.8670 1.5923 3.5719
H 1.0900 2.1727 3.4323
H 2.0148 1.6588 4.4833
O -2.0509 -0.0177 -4.1004
H -2.9847 0.1529 -4.3203
H -2.0425 -0.8738 -3.7258

* energy above the lowest of the compared OMol25 structures with the same formula, charge and spin: 472.9 kJ/mol
* molecular weight: 126.10 g mol⁻¹
* F_max: 0.13646 Eh/bohr
* SMILES string: O.O.O.O.O.O.O
* frontier orbital gap: 9.1 eV
* HOMO: -9.05 eV
* lowest unoccupied orbital energy: 0.071 eV

=====

3.
A 2-piece molecular cluster, C4H7NO overall. Source: OMol25; level of theory: ωB97M-V/def2-TZVPD.

CARTESIAN COORDINATES (ANGSTROEM)
C -1.2894 -0.1455 1.9315
C -0.5930 0.9318 1.4331
N -0.1374 0.7131 0.0504
C -0.7468 -0.6057 -0.3034
C -1.3475 -1.1424 0.8514
H -1.7970 -0.3211 2.8191
H -0.3429 1.8744 1.9897
H 0.2885 1.4459 -0.4975
H -0.6438 -1.0246 -1.3045
H -1.6169 -2.1968 0.9310
H 2.2635 -0.0508 -2.0292
H 2.8881 0.2786 -3.3988
O 3.0745 0.2431 -2.4728

* energy above the lowest of the compared OMol25 structures with the same formula, charge and spin: 131.1 kJ/mol
* <S²>: 0.764
* molecular weight: 85.11 g mol⁻¹
* F_max: 0.11023 Eh/bohr
* total charge: +1
* frontier orbital gap (alpha / beta): 10.1 / 6.3 eV
* HOMO (alpha / beta): -14.62 / -14.62 eV
* lowest unoccupied orbital energy (alpha / beta): -4.517 / -8.362 eV
* multiplicity: 2

=====

4.
C41H61AsClF4KN4O5S2Si3 as an isolated structure. Source: OMol25; level of theory: ωB97M-V/def2-TZVPD.

CARTESIAN COORDINATES (ANGSTROEM)
K -1.9222 -0.8453 -0.2853
C -3.0177 2.3956 3.9571
C -3.3195 3.2669 2.7354
N -2.8401 2.6578 1.5237
C -1.4811 2.9080 1.1373
C -1.1884 4.3466 0.6819
C -3.7934 2.4528 0.4670
C -4.6637 1.2258 0.7622
N -3.8090 0.1274 1.0918
C -4.2889 -0.9769 1.5774
C -3.3676 -1.9698 2.0458
F -2.0240 -1.6910 1.9139
C -3.7395 -3.1392 2.6462
F -2.7827 -3.9886 3.1107
C -5.0758 -3.4838 2.8298
C -6.0097 -2.5772 2.3450
F -7.3340 -2.8861 2.4769
C -5.6593 -1.3889 1.7581
F -6.6849 -0.5947 1.3019
H -3.4557 2.8226 4.8608
H -1.9428 2.3176 4.0967
H -3.4119 1.3953 3.7926
H -2.8859 4.2707 2.9048
H -4.4031 3.3979 2.6559
H -1.2447 2.2286 0.3177
H -0.8313 2.6476 1.9795
H -1.8351 4.6043 -0.1527
H -0.1548 4.4262 0.3572
H -1.3628 5.0589 1.4884
H -3.2423 2.2768 -0.4517
H -4.4521 3.3280 0.3075
H -5.2946 1.0267 -0.1183
H -5.3319 1.4670 1.6032
H -5.3706 -4.4024 3.2986
O 3.6429 0.0441 -6.7190
S 3.6065 -0.3447 -5.3234
O 4.0859 -1.6789 -5.0631
N 2.1557 -0.0490 -4.6456
C 2.2268 0.9384 -3.7881
S 0.9551 1.5672 -2.9170
C 3.5714 1.5294 -3.6057
C 3.9263 2.5951 -2.7921
C 5.2572 2.9769 -2.7529
C 6.2137 2.3133 -3.5106
C 5.8514 1.2589 -4.3427
C 4.5297 0.8836 -4.3688
H 3.1644 3.0989 -2.2164
H 5.5574 3.8098 -2.1316
H 7.2488 2.6286 -3.4636
H 6.5788 0.7456 -4.9572
O -2.3569 0.7981 -1.8810
C -3.1788 0.6861 -2.7616
C -3.9014 -0.5831 -3.1075
C -3.5798 -0.9057 -4.5834
C -2.2031 -0.3912 -5.0403
C -2.1712 1.0514 -5.5685
C -2.3349 2.1022 -4.4614
N -3.4681 1.7444 -3.6200
H -4.9772 -0.4782 -2.9514
H -3.5291 -1.3939 -2.4808
H -4.3586 -0.5201 -5.2552
H -3.5674 -1.9934 -4.6673
H -1.8522 -1.0440 -5.8419
H -1.4889 -0.4883 -4.2207
H -2.9644 1.1835 -6.3169
H -1.2116 1.2211 -6.0605
H -2.5066 3.0999 -4.8812
H -1.4444 2.1211 -3.8291
H -4.2756 1.5378 -4.2005
Cl 4.4116 -3.7527 -2.9693
C 2.7037 -3.5298 -2.9545
C 1.8985 -4.3976 -3.6709
C 0.5262 -4.2549 -3.5824
C -0.0447 -3.2693 -2.7885
C 0.7865 -2.3846 -2.1170
C 2.1619 -2.5018 -2.2032
C -1.5696 -3.1736 -2.6587
O -2.2462 -3.6660 -3.5693
O -1.9924 -2.6057 -1.6233
H 2.3418 -5.1678 -4.2889
H -0.1284 -4.9148 -4.1344
H 0.3457 -1.5876 -1.5308
H 2.8132 -1.8025 -1.7001
C 0.9261 -3.5513 3.4057
Si 2.3111 -2.4706 2.6523
C 3.7868 -2.6001 3.8991
C 2.9636 -3.2983 1.0600
As 1.2994 -0.3762 2.1928
Si 3.1845 0.9309 1.5740
C 2.6073 2.7415 1.3248
C 4.6826 0.9658 2.7972
C 3.8969 0.3960 -0.1150
Si 0.9336 0.3267 4.4348
C -0.7937 -0.3273 4.9536
C 2.0904 -0.1307 5.9264
C 0.9109 2.2514 4.5667
H 1.2022 -4.5981 3.4915
H 0.0332 -3.4943 2.7894
H 0.6625 -3.1946 4.3982
H 4.1806 -3.6134 3.9331
H 3.4766 -2.3363 4.9043
H 4.6043 -1.9425 3.6209
H 3.3052 -4.3170 1.2248
H 3.8015 -2.7460 0.6435
H 2.1826 -3.3323 0.3054
H 2.3876 3.2262 2.2708
H 1.6981 2.7440 0.7282
H 3.3446 3.3453 0.8019
H 4.3493 1.0459 3.8285
H 5.3545 1.7963 2.5987
H 5.2599 0.0507 2.7056
H 3.1151 0.4045 -0.8693
H 4.3284 -0.6001 -0.0855
H 4.6730 1.0751 -0.4585
H -0.7258 -1.3322 5.3635
H -1.4379 -0.3762 4.0794
H -1.2881 0.2958 5.6956
H 1.9697 -1.1671 6.2296
H 1.8675 0.4903 6.7920
H 3.1368 0.0214 5.6757
H 0.4266 2.6861 3.6982
H 1.9230 2.6493 4.6056
H 0.3820 2.5990 5.4519

* energy above the lowest of the compared OMol25 structures with the same formula, charge and spin: 197.2 kJ/mol
* molecular weight: 1063.82 g mol⁻¹
* F_max: 0.03401 Eh/bohr
* total charge: -2
* frontier orbital gap: 5.9 eV
* HOMO: -2.15 eV
* lowest unoccupied orbital energy: 3.773 eV

=====

5.
C14H28O14Rb2 as an isolated structure. Source: OMol25; level of theory: ωB97M-V/def2-TZVPD.

CARTESIAN COORDINATES (ANGSTROEM)
Rb -0.9931 -2.1417 3.5352
Rb -3.3032 -4.9879 -3.0311
O -2.7108 -1.3383 1.3346
C -1.9927 -1.3519 0.1746
C -2.4808 -1.6783 -1.2221
O -3.2869 -2.7323 -1.4799
H -1.0621 -2.0173 0.3843
H -1.4019 -0.3793 0.0939
H -1.5468 -1.6418 -1.8462
H -3.0203 -0.7383 -1.5401
C -2.0416 2.6474 -0.3821
O -3.4215 2.4556 -0.5936
C -3.8479 2.4386 -1.8502
O -3.2250 2.8293 -2.7929
O -5.0670 1.9160 -1.8752
C -5.5307 1.5217 -3.1545
H -1.9026 2.8282 0.6837
H -1.7161 3.5790 -0.8487
H -1.5160 1.7453 -0.6845
H -5.7051 2.4009 -3.7779
H -6.4867 1.0270 -3.0169
H -4.8166 0.8449 -3.6168
C 0.5636 1.2154 1.7189
O 1.8987 0.8642 2.1106
C 2.0666 0.2874 3.2688
O 1.1963 -0.2293 3.9370
O 3.3746 0.1488 3.4769
C 3.7560 -0.2634 4.7875
H 0.6345 1.5125 0.6806
H 0.2167 2.0790 2.2923
H -0.1149 0.3881 1.9175
H 4.8305 -0.1186 4.8415
H 3.5443 -1.3227 4.9493
H 3.2546 0.3059 5.5682
C 1.9658 -1.7937 -0.3990
O 2.6259 -2.9700 0.0680
C 2.4131 -3.3048 1.3268
O 1.7738 -2.6668 2.1144
O 2.9455 -4.5103 1.5467
C 2.8542 -5.0260 2.8668
H 0.9067 -1.9579 -0.6047
H 2.4672 -1.5127 -1.3239
H 2.0632 -0.9263 0.2540
H 3.5947 -4.6369 3.5636
H 2.9525 -6.1034 2.7726
H 1.8650 -4.8203 3.2828
C -0.1001 0.3782 -2.7857
O 1.1369 1.0466 -2.4745
C 1.0802 2.3628 -2.3065
O 0.0836 3.0221 -2.2303
O 2.3263 2.8091 -2.1841
C 2.4576 4.2512 -2.2185
H -0.7889 0.5519 -1.9617
H 0.1175 -0.6805 -2.8784
H -0.5248 0.7035 -3.7350
H 2.0481 4.6586 -1.3027
H 2.0559 4.6313 -3.1539
H 3.5343 4.4001 -2.2792

* energy above the lowest of the compared OMol25 structures with the same formula, charge and spin: 85.8 kJ/mol
* molecular weight: 591.30 g mol⁻¹
* F_max: 0.06820 Eh/bohr
* frontier orbital gap: 4.2 eV
* HOMO: -4.96 eV
* lowest unoccupied orbital energy: -0.736 eV

=====

6.
C12H7HgN2O5 as an isolated structure. Source: OMol25; level of theory: ωB97M-V/def2-TZVPD.

CARTESIAN COORDINATES (ANGSTROEM)
O -0.3359 4.0485 -3.5193
C -0.4170 2.9977 -3.0910
Hg 0.5326 -0.9981 -0.2393
O -0.5682 2.0818 1.6438
C -0.0116 1.3623 0.9574
C 0.0053 -2.3235 -1.8593
O -0.4603 -3.4129 -1.8637
C 3.0498 -0.0612 -0.0557
O 4.1525 0.2016 0.0115
C -2.2901 -0.2778 -0.1785
O -3.3176 0.1707 0.0117
H 0.3129 -1.5287 -2.6497
N -1.0499 -3.1558 3.3593
C -1.0342 -2.7211 2.0801
N -0.1953 -1.6894 1.9530
C 0.3407 -1.4161 3.2101
C 1.3261 -0.5112 3.6166
C 1.7801 -0.6102 4.9390
C 1.2873 -1.5914 5.8221
C 0.2850 -2.4873 5.4103
C -0.1808 -2.3541 4.1121
H -1.6037 -3.9371 3.6980
H -1.6030 -3.1726 1.2647
H 1.6949 0.2203 2.8892
H 2.5454 0.0760 5.3055
H 1.6874 -1.6561 6.8378
H -0.1307 -3.2731 6.0440

* energy above the lowest of the compared OMol25 structures with the same formula, charge and spin: 0.0 kJ/mol
* molecular weight: 459.79 g mol⁻¹
* F_max: 0.05301 Eh/bohr
* total charge: +1
* frontier orbital gap: 8.3 eV
* HOMO: -11.98 eV
* lowest unoccupied orbital energy: -3.718 eV

=====

7.
One molecule with the formula C5H7Cl. Source: OMol25; level of theory: ωB97M-V/def2-TZVPD.

CARTESIAN COORDINATES (ANGSTROEM)
C -0.4388 -2.2458 -0.0868
C -0.7857 -1.0589 0.2261
C 0.5177 0.2188 0.0145
Cl 2.1202 -0.4472 -0.0408
C 0.1702 1.4547 0.7313
C 0.2520 1.4665 -0.7729
H -1.0326 -3.2092 0.0154
H 0.3895 -2.6327 -0.6120
H -1.7321 -0.6400 0.7507
H 1.0359 1.9373 1.0502
H -0.6491 1.7313 1.3331
H -0.7460 1.2408 -1.2748
H 0.8987 2.1845 -1.3341

* energy above the lowest of the compared OMol25 structures with the same formula, charge and spin: 300.7 kJ/mol
* molecular weight: 102.56 g mol⁻¹
* F_max: 0.11447 Eh/bohr
* SMILES string: C=CC1(Cl)CC1
* frontier orbital gap: 10.9 eV
* HOMO: -9.87 eV
* lowest unoccupied orbital energy: 1.063 eV

=====

8.
C4H7N3O2 as an isolated structure. Source: OMol25; level of theory: ωB97M-V/def2-TZVPD.

CARTESIAN COORDINATES (ANGSTROEM)
C 2.8456 -0.7213 -0.4035
C 1.9551 1.1876 0.6285
C -0.4502 -0.1858 0.0587
C -2.3934 0.6195 -0.3762
H 3.8859 -0.2921 -0.4833
H 2.6650 -1.2730 -1.3437
H 2.4761 -1.5629 0.5706
H 1.9377 0.4753 1.4367
H 2.6952 1.8399 0.2418
H 1.0936 1.7015 0.8285
H -2.9359 1.5705 -0.7811
N 1.5751 0.1540 -0.3960
N 0.6146 -0.7766 0.1009
N -2.7203 -0.5674 0.0537
O -1.0337 1.0782 -0.2404
O -1.4470 -1.0194 0.4622

* energy above the lowest of the compared OMol25 structures with the same formula, charge and spin: 713.9 kJ/mol
* molecular weight: 129.12 g mol⁻¹
* F_max: 0.09585 Eh/bohr
* frontier orbital gap: 9.5 eV
* HOMO: -8.74 eV
* lowest unoccupied orbital energy: 0.776 eV

=====

Which of these has the lowest F_max? C27H24Cl2I2MgN4O2S2

=====

Repeat the second record exactly.
A 7-piece molecular cluster, H14O7 overall. Source: OMol25; level of theory: ωB97M-V/def2-TZVPD.

CARTESIAN COORDINATES (ANGSTROEM)
O 0.3740 0.2686 0.4960
H -0.2161 0.4632 -0.1717
H 0.8166 1.0126 0.9030
O 0.8338 0.1221 4.4063
H 0.1914 0.3545 3.7169
H 0.4742 0.5923 5.1483
O -0.0653 -1.6542 -2.8755
H -0.8797 -1.9366 -3.3412
H 0.1843 -0.9264 -3.3698
O -0.1818 -4.1297 -1.1791
H -0.8867 -4.5663 -1.5761
H 0.0884 -3.4252 -1.8363
O 0.5262 3.3543 -0.1297
H 0.5770 3.2993 0.8308
H 0.2701 2.4862 -0.3628
O 1.8670 1.5923 3.5719
H 1.0900 2.1727 3.4323
H 2.0148 1.6588 4.4833
O -2.0509 -0.0177 -4.1004
H -2.9847 0.1529 -4.3203
H -2.0425 -0.8738 -3.7258

* energy above the lowest of the compared OMol25 structures with the same formula, charge and spin: 472.9 kJ/mol
* molecular weight: 126.10 g mol⁻¹
* F_max: 0.13646 Eh/bohr
* SMILES string: O.O.O.O.O.O.O
* frontier orbital gap: 9.1 eV
* HOMO: -9.05 eV
* lowest unoccupied orbital energy: 0.071 eV

=====

What is the molecular weight in the fifth record? 591.30 g mol⁻¹